Record 1
Computed, not measured: a 2-piece molecular cluster, C4H14NOS overall, with ωB97M-V with the def2-TZVPD basis set.

XYZ file:
```
21
Properties=species:S:1:pos:R:3:forces:R:3
S 0.69329 0.54078 -2.56005 -0.1 0.2 0.1
O 2.43605 -0.89213 0.76568 0.3 -0.1 -0.2
N 0.48057 1.15959 0.49943 -0.1 -0.5 0.7
C -0.81577 -0.38974 1.96058 0.0 0.4 0.2
C -0.96731 -0.01797 -1.96151 0.7 0.0 -0.2
C -0.82770 -0.64921 -0.58410 -0.2 -0.6 0.0
C -0.76636 0.28926 0.60071 -0.2 0.5 -0.2
H 0.04657 -1.30370 -0.57745 0.1 0.0 0.0
H 0.40892 1.94715 1.14046 0.0 0.1 -0.2
H 0.30169 1.64171 -3.21811 0.0 -0.1 0.0
H -1.58056 1.00895 0.51871 -0.1 0.0 0.0
H 2.46765 -1.85697 0.83303 -0.1 0.2 0.1
H -1.67971 -1.32494 -0.42829 0.1 0.2 0.1
H -1.63529 0.83749 -1.98073 -0.2 -0.1 0.0
H -0.42089 -1.40197 1.96448 -0.1 -0.1 -0.2
H 1.28257 0.58372 0.79657 0.1 -0.1 -0.2
H -1.28572 -0.78037 -2.66139 -0.3 0.1 -0.1
H 0.63103 1.44721 -0.47802 0.2 0.1 -0.1
H -1.82884 -0.35021 2.36677 0.1 -0.3 -0.2
H -0.21277 0.17413 2.66667 0.1 0.1 0.2
H 3.27259 -0.66278 0.33656 -0.1 0.0 0.1
```
Positions in Å, forces in eV/Å.

- HOMO-LUMO gap: 0.38067 Eh
- Total charge: +1
- Energy relative to the best compared isomer or geometry (same formula, charge and spin): 0.000 eV
- HOMO energy: -13.217 eV

***

Record 2
Computed, not measured: a 2-piece molecular cluster, C4H14NOS overall at a distorted geometry, with ωB97M-V with the def2-TZVPD basis set.

XYZ file:
```
21
Properties=species:S:1:pos:R:3:forces:R:3
S 0.34064 1.44241 0.91599 -0.2 -0.2 0.3
O 1.56093 1.34524 -2.06858 -0.1 0.0 -0.3
N -1.38936 -0.46380 -1.66373 0.4 -0.3 0.6
C -1.09504 0.33146 1.13578 1.2 0.1 0.5
C -0.77328 -1.10253 0.72944 -0.6 0.2 -0.6
C 1.58539 0.71752 2.03936 0.1 0.9 -1.2
C -0.47470 -1.25334 -0.75789 0.9 -0.4 0.1
H 2.52724 1.09327 1.63026 0.0 0.2 0.2
H 0.54532 -0.91173 -0.95264 -0.3 0.1 -0.1
H 1.65567 -0.34689 1.88184 -0.2 -0.3 0.6
H 1.45157 1.11955 3.03751 0.0 -0.6 0.2
H -2.28017 -0.39412 -1.17114 -0.2 0.3 -0.5
H 1.66141 2.28239 -2.27796 0.0 -0.1 0.0
H 0.12409 -1.50547 1.19430 -0.1 0.2 0.4
H -0.52792 -2.29183 -1.05501 -0.2 -0.2 -0.1
H -1.43579 0.32265 2.16440 -0.1 0.2 0.2
H -1.59267 -1.73388 1.07420 -0.1 -0.2 -0.3
H -0.96740 0.45424 -1.82294 -0.1 0.2 0.1
H -1.50367 -0.92923 -2.56130 -0.1 0.0 -0.1
H -1.87181 0.82039 0.54661 -0.2 -0.2 0.0
H 2.45955 1.00370 -2.01850 0.0 0.0 -0.1
```
Positions in Å, forces in eV/Å.

- HOMO-LUMO gap: 0.31736 Eh
- Total charge: +1
- Energy relative to the best compared isomer or geometry (same formula, charge and spin): 0.804 eV
- HOMO energy: -11.968 eV

***

Record 3
Computed, not measured: a 2-piece molecular cluster, C4H14NS overall at a distorted geometry, with ωB97M-V with the def2-TZVPD basis set.

XYZ file:
```
20
Properties=species:S:1:pos:R:3:forces:R:3
S -0.49297 0.21850 1.85205 0.0 -0.5 -0.2
N 1.31338 1.81477 -0.36074 -0.1 -0.6 -0.1
C -2.59103 -1.62915 1.51842 -0.1 0.0 0.8
C 2.01274 1.05107 -1.48301 0.4 0.4 0.4
C 1.50281 -0.36038 -1.71094 0.6 -0.3 0.4
C -1.55198 -0.82064 0.74487 -0.4 1.0 0.4
H 1.97920 1.68517 -2.35606 -0.3 0.0 -0.3
H 1.86931 1.85853 0.49162 0.3 0.1 0.0
H 0.93217 -0.77425 -0.88078 -0.3 0.3 0.0
H 2.37840 -1.01107 -1.70853 -0.1 0.0 -0.5
H -2.02720 -0.12420 0.05327 0.0 -0.2 -0.1
H -0.84332 -1.43643 0.20874 -0.1 -0.3 -0.1
H 0.47546 1.31949 -0.04275 -0.4 0.1 0.0
H -3.63448 -1.48379 1.24290 0.2 -0.3 -1.1
H -2.72544 -1.30177 2.55812 0.8 -0.2 0.0
H -2.27624 -2.67310 1.50664 -0.5 0.0 0.2
H 3.05475 1.04343 -1.19702 0.2 -0.1 0.1
H -1.38984 0.32775 2.83405 0.0 0.3 0.0
H 1.05728 2.75679 -0.63288 -0.1 0.2 0.0
H 0.95700 -0.46071 -2.63796 -0.2 -0.1 -0.1
```
Positions in Å, forces in eV/Å.

- HOMO-LUMO gap: 0.35059 Eh
- Total charge: +1
- Energy relative to the best compared isomer or geometry (same formula, charge and spin): 0.742 eV
- HOMO energy: -12.917 eV

***

Record 4
Computed, not measured: a 3-piece molecular cluster, C4H14O2 overall at a distorted geometry, with ωB97M-V with the def2-TZVPD basis set.

XYZ file:
```
20
Properties=species:S:1:pos:R:3:forces:R:3
O 0.99139 -1.29657 0.93287 0.1 -0.1 -0.3
O 1.01348 -1.08577 3.68262 -0.4 0.0 0.2
C -0.87939 1.00778 0.22325 0.9 -2.4 -0.4
C -1.22091 -0.59240 -1.72501 0.0 -1.5 0.3
C 0.77413 1.01349 -1.61973 0.6 0.0 -1.2
C -0.67292 0.72093 -1.31195 -1.8 3.0 1.4
H 0.21156 -0.62716 3.96194 0.0 -0.1 -0.2
H 1.09267 1.95450 -1.17236 -0.1 0.0 0.0
H 1.16139 -1.39934 1.88175 0.1 -0.2 -0.1
H 1.69730 -0.71642 4.23826 0.4 0.1 0.1
H 1.47080 -1.95576 0.42460 0.1 -0.1 0.3
H 0.95555 1.10423 -2.70609 -0.1 0.0 0.3
H -0.47285 1.92822 0.57048 0.1 1.1 -0.1
H -1.34300 1.50945 -1.78770 1.0 -0.7 0.0
H -0.61958 -1.44955 -1.38459 -0.1 0.3 0.2
H -1.27904 -0.68945 -2.77951 0.2 0.1 -1.3
H -0.21722 0.23213 0.65360 -0.7 0.5 0.3
H -1.88433 0.85752 0.61700 -0.1 0.1 -0.3
H -2.25409 -0.76272 -1.41910 0.0 0.2 0.4
H 1.47506 0.24687 -1.28030 -0.3 -0.1 0.3
```
Positions in Å, forces in eV/Å.

- HOMO-LUMO gap: 0.38154 Eh
- Energy relative to the best compared isomer or geometry (same formula, charge and spin): 0.519 eV
- HOMO energy: -9.886 eV
- SMILES: CC(C)C.O.O

***

Record 5
Computed, not measured: a 3-piece molecular cluster, C4H14O2S overall at a distorted geometry, with ωB97M-V with the def2-TZVPD basis set.

XYZ file:
```
21
Properties=species:S:1:pos:R:3:forces:R:3
S 0.32007 1.33923 -0.25374 0.3 0.0 0.1
O -0.59809 0.98291 -3.44268 -0.2 -0.1 0.0
O 0.76115 0.98766 3.31664 -0.3 0.0 0.6
C -0.37895 -0.30942 -0.13032 0.0 -0.7 0.5
C -0.92876 2.30622 0.55160 -1.7 1.1 -0.2
C 0.73786 -1.37759 -0.03208 -0.2 -0.1 0.3
C 0.33724 -2.69404 -0.72571 0.2 -0.3 -0.3
H -1.00632 -0.33485 0.76168 0.2 0.0 0.1
H -1.06088 -0.56313 -0.94037 0.2 0.3 -0.4
H -0.98417 2.32960 1.63856 0.6 -0.4 0.0
H 0.32044 0.80147 -3.62831 0.4 -0.1 -0.4
H 0.95468 -1.52474 1.02701 -0.1 -0.2 0.1
H 0.32487 -3.58990 -0.10266 -0.1 0.3 0.4
H 1.60160 0.80298 2.90720 0.4 0.0 -0.4
H -0.88156 3.34349 0.20632 0.6 -0.1 0.1
H -0.53798 1.16869 -2.49907 -0.2 0.2 0.3
H -0.65145 -2.59529 -1.16742 -0.1 -0.1 0.0
H 0.92600 0.83807 4.25838 -0.1 0.1 -0.2
H 1.68643 -0.99178 -0.40610 -0.1 0.1 -0.4
H 0.99971 -2.97605 -1.54799 0.1 0.3 0.0
H -1.94188 2.05649 0.20903 0.2 -0.4 -0.1
```
Positions in Å, forces in eV/Å.

- HOMO-LUMO gap: 0.34359 Eh
- Energy relative to the best compared isomer or geometry (same formula, charge and spin): 0.543 eV
- HOMO energy: -8.773 eV
- SMILES: CCCSC.O.O

***

Record 6
Computed, not measured: a 4-piece molecular cluster, C4H14O2S2 overall at a distorted geometry, with ωB97M-V with the def2-TZVPD basis set.

XYZ file:
```
22
Properties=species:S:1:pos:R:3:forces:R:3
S -1.76715 0.67397 -1.43512 0.9 -0.7 -0.6
S 1.54934 -1.85067 -0.62421 -1.9 -0.1 0.1
O -0.40669 2.98975 0.13701 1.0 0.0 0.0
O 2.24368 1.17012 -0.23600 0.1 0.2 -0.1
C -0.22477 0.33864 -2.27865 -1.3 -0.4 0.1
C -0.79047 -0.11377 1.42076 -1.4 -0.5 -0.1
C -0.04730 -2.10977 0.26148 2.0 -0.5 0.2
C -0.09611 -1.45108 1.66900 0.6 1.1 -1.6
H 2.18930 0.23093 -0.45117 0.1 -0.2 -0.1
H -1.84746 -0.28475 1.14649 0.3 0.3 0.4
H -0.71074 0.67282 2.16725 0.1 -0.2 0.2
H -0.11725 1.03804 -3.11970 0.1 0.1 0.2
H -0.18841 -3.19932 0.29445 -0.1 0.2 -0.2
H 0.64271 0.51481 -1.61515 0.0 -0.2 0.0
H -0.47747 -2.18948 2.36381 -0.3 0.4 0.4
H -1.13677 3.45912 0.52609 -0.6 0.0 0.0
H -0.72250 2.15960 -0.25758 -0.3 0.6 0.3
H -0.32385 0.24139 0.49429 0.2 0.3 0.3
H 2.51544 1.12579 0.68098 0.1 0.4 0.3
H -0.30652 -0.66532 -2.70798 0.4 0.1 0.1
H 0.89384 -1.06453 1.91494 0.3 -1.1 0.4
H -0.87084 -1.68628 -0.35101 -0.1 0.1 -0.4
```
Positions in Å, forces in eV/Å.

- HOMO-LUMO gap: 0.15966 Eh
- Energy relative to the best compared isomer or geometry (same formula, charge and spin): 4.984 eV
- HOMO energy: -8.535 eV

***

Record 7
Computed, not measured: a 4-piece molecular cluster, C4H14O3 overall at a distorted geometry, with ωB97M-V with the def2-TZVPD basis set.

XYZ file:
```
21
Properties=species:S:1:pos:R:3:forces:R:3
O 2.22495 1.45651 0.22841 -0.1 -2.8 -0.2
O 0.20448 -2.67830 3.50688 5.7 -2.0 1.8
O 1.70397 -0.60852 1.94507 -3.2 -1.8 1.2
C -0.51116 2.42513 -1.82097 0.3 -0.8 1.0
C -1.39660 0.12055 -1.19969 -0.8 2.2 -2.2
C -1.39915 -1.31603 -1.36747 0.9 -2.3 1.7
C -0.37841 0.89319 -1.59181 -3.1 2.7 0.5
H 0.56157 0.52458 -1.61330 3.0 -1.4 -0.5
H 2.30253 -1.10741 1.42717 1.3 -0.9 -0.8
H 2.03664 0.68283 0.85107 0.0 1.4 -1.1
H -1.51759 2.67651 -1.43141 0.6 0.4 -0.4
H -0.52728 -2.42196 3.10571 -5.6 1.7 -2.2
H -0.35699 2.78212 -2.86143 -0.3 -0.6 0.5
H -1.43934 -1.71607 -2.36969 -0.2 0.4 -0.6
H 0.96318 -1.33506 2.12725 2.3 2.4 -0.2
H 0.17445 -2.59315 4.45354 -0.4 0.3 0.3
H 2.19388 2.17350 0.81150 0.0 1.9 1.2
H 0.28504 2.93873 -1.23142 -0.7 -0.3 -0.2
H -2.41909 0.55741 -1.16666 0.8 0.1 0.2
H -2.27078 -1.73060 -0.84124 0.5 -0.3 0.1
H -0.43430 -1.72397 -0.96151 -0.9 -0.1 -0.1
```
Positions in Å, forces in eV/Å.

- HOMO-LUMO gap: 0.33602 Eh
- Energy relative to the best compared isomer or geometry (same formula, charge and spin): 2.100 eV
- HOMO energy: -8.728 eV
- SMILES: C/C=C/C.O.O.O

***

Record 8
Computed, not measured: a 4-piece molecular cluster, C4H14O3 overall at a distorted geometry, with ωB97M-V with the def2-TZVPD basis set.

XYZ file:
```
21
Properties=species:S:1:pos:R:3:forces:R:3
O 0.58072 -1.39831 5.07038 0.0 0.2 -0.1
O 2.56843 1.37131 0.56185 -0.2 0.1 0.6
O 1.01069 -0.81298 1.55337 -0.9 -0.3 -0.1
C -1.64944 0.20794 -2.00517 0.2 -1.4 -0.1
C 0.30228 1.79945 -2.11235 -0.4 -0.1 -0.9
C -2.22307 -1.14372 -1.59340 -0.1 1.1 0.2
C -0.34909 0.45701 -1.89247 -0.2 0.7 0.6
H 0.40018 -1.17145 2.21268 0.4 0.2 0.3
H -1.41996 -1.81539 -1.28688 -0.1 -0.2 -0.3
H 1.22208 1.91896 -1.55513 0.0 0.0 0.2
H -2.36325 0.88081 -2.46753 0.2 0.4 0.2
H 3.34728 1.67106 1.04278 0.0 0.0 -0.1
H -2.87328 -1.53738 -2.37898 0.2 -0.3 0.1
H 1.48280 -1.74079 5.08773 -0.3 -0.1 0.0
H 0.43520 -0.82572 0.77373 0.4 0.2 -0.2
H -0.40739 2.59059 -1.87146 0.1 0.1 0.2
H 0.53942 1.94041 -3.17471 0.1 -0.1 0.1
H 0.27119 -0.32361 -1.45636 0.1 0.0 -0.2
H -2.84064 -0.97864 -0.70410 -0.2 -0.1 -0.1
H 1.97315 1.05549 1.27099 0.3 -0.1 -0.6
H -0.00728 -2.14506 4.92505 0.2 -0.1 0.1
```
Positions in Å, forces in eV/Å.

- HOMO-LUMO gap: 0.35241 Eh
- Energy relative to the best compared isomer or geometry (same formula, charge and spin): 1.088 eV
- HOMO energy: -9.081 eV
- SMILES: C/C=C/C.O.O.O

***

Record 9
Computed, not measured: a 3-piece molecular cluster, C4H14O3 overall at a distorted geometry, with ωB97M-V with the def2-TZVPD basis set.

XYZ file:
```
21
Properties=species:S:1:pos:R:3:forces:R:3
O -0.49957 -1.77224 -2.45089 1.8 1.0 1.1
O 2.75583 0.83799 -0.41961 2.7 -2.2 -0.2
O 1.94891 0.43261 2.45215 -2.7 3.6 -2.3
C -0.49189 -1.49394 -0.95723 -1.3 -1.7 -1.4
C -1.55008 -0.37463 -0.72852 -0.6 -2.8 1.6
C -1.60257 0.17487 0.74856 0.8 0.9 -0.8
C -1.48628 1.74790 0.80478 1.0 -1.7 1.7
H -0.53383 2.09047 0.30539 -1.3 0.0 0.4
H 0.28769 -1.34112 -2.90618 -1.5 -0.7 1.2
H 2.41462 1.43842 -1.00500 -0.9 2.3 -2.8
H 1.59569 1.17243 2.99382 0.5 -1.0 -0.4
H -2.43364 -0.93517 -1.11307 -0.1 1.0 0.6
H 2.39466 -0.14100 2.97691 2.1 -2.5 2.6
H -2.42069 2.13951 0.46240 -0.2 0.8 -0.7
H -1.45973 1.95384 1.92539 0.3 0.2 -1.4
H 0.44668 -1.24802 -0.52307 1.2 0.4 -0.3
H -0.71630 -2.56008 -0.49937 -0.2 2.3 -0.7
H 2.16261 0.91211 0.26945 -1.7 -0.2 3.0
H -0.71338 -0.18377 1.28853 -0.4 -0.3 0.0
H -1.38682 0.44087 -1.36855 0.5 1.0 -1.1
H -2.49403 -0.05051 1.33459 0.0 -0.5 -0.3
```
Positions in Å, forces in eV/Å.

- HOMO-LUMO gap: 0.38847 Eh
- Energy relative to the best compared isomer or geometry (same formula, charge and spin): 1.873 eV
- HOMO energy: -10.081 eV
- SMILES: CCCCO.O.O

***

Record 10
Computed, not measured: a 5-piece molecular cluster, C4H14O3 overall at a distorted geometry, with ωB97M-V with the def2-TZVPD basis set.

XYZ file:
```
21
Properties=species:S:1:pos:R:3:forces:R:3
O 0.53272 1.15390 1.88829 2.0 -1.4 1.9
O -1.36064 1.15514 0.57422 -1.4 -0.8 -0.5
O 0.96058 1.79277 -0.59851 -0.7 0.4 -2.1
C 1.92321 -1.51217 -0.02959 0.1 1.0 0.5
C -0.30574 -1.25438 -1.06615 -0.9 -0.2 1.8
C -1.77683 -1.01847 -1.13227 0.5 1.4 0.3
C 0.44162 -1.30311 0.05207 0.4 -1.4 -4.9
H -0.60345 -0.83020 1.54367 -1.1 -0.2 -0.6
H 2.35968 -0.50937 -0.10729 0.3 -0.2 0.5
H 1.30292 1.57044 0.23151 1.7 -0.3 2.0
H 0.21910 -1.21293 -2.01594 0.4 -0.5 0.2
H -2.03884 -0.70213 -0.12358 -0.7 -0.4 -0.1
H -2.44719 -1.75345 -1.58220 0.5 -0.1 0.1
H -1.83760 -0.05912 -1.66903 -0.4 -0.3 -0.2
H 0.02208 -0.82983 0.98343 0.1 0.8 0.7
H 0.03505 1.72604 -0.30187 -0.6 0.3 -0.9
H -0.23108 1.09770 1.24298 -1.5 1.8 -0.7
H 2.10745 -1.97403 -0.99686 -0.2 -0.3 0.1
H 0.35868 0.21870 2.06064 1.4 0.5 1.7
H 2.37263 -2.11770 0.74555 0.1 0.0 0.2
H -1.86604 1.79608 1.08483 0.0 -0.1 0.0
```
Positions in Å, forces in eV/Å.

- HOMO-LUMO gap: 0.23879 Eh
- Energy relative to the best compared isomer or geometry (same formula, charge and spin): 8.305 eV
- HOMO energy: -9.324 eV

***

Record 11
Computed, not measured: a 5-piece molecular cluster, C4H14O4 overall at a distorted geometry, with ωB97M-V with the def2-TZVPD basis set.

XYZ file:
```
22
Properties=species:S:1:pos:R:3:forces:R:3
O -0.39178 2.47849 1.84156 -0.2 0.2 6.8
O -1.20025 -1.63013 1.67543 2.7 -1.8 0.8
O -3.05535 1.23526 -0.15686 1.9 1.8 0.6
O -0.68295 0.29193 -2.44864 -3.8 -1.6 2.6
C 0.67354 -1.93557 -1.00453 -1.6 0.9 2.6
C 2.86486 0.70317 0.38052 -5.0 -0.4 0.5
C 1.17360 -1.02755 -0.10291 0.1 -1.7 -2.5
C 2.32387 -0.21872 -0.44480 1.7 0.4 0.3
H 0.78544 -2.01648 -2.06262 1.1 0.4 -0.4
H -1.23182 0.27678 -1.54011 1.7 -0.3 -3.0
H -3.03680 1.76829 -0.95059 0.0 0.3 -0.3
H -1.66078 -2.49064 1.74152 0.2 0.7 0.0
H -1.13299 2.25716 2.56703 2.7 0.8 -2.2
H 2.10725 1.20336 1.09519 1.7 -1.1 -0.5
H -3.64178 0.55417 -0.34415 -1.7 -2.0 -0.4
H -0.20569 -1.91984 1.85030 -3.3 0.9 -0.5
H 0.90371 -0.97214 0.93611 -0.4 0.1 -0.1
H -0.86500 2.30237 1.11318 -2.6 -1.1 -4.6
H 3.73500 1.18711 0.19269 2.5 1.4 -0.6
H -0.11508 0.98962 -2.26226 2.0 2.0 0.3
H -0.21827 -2.52645 -0.72389 0.7 0.2 0.3
H 2.87125 -0.51016 -1.35217 -0.2 0.0 0.4
```
Positions in Å, forces in eV/Å.

- HOMO-LUMO gap: 0.32630 Eh
- Energy relative to the best compared isomer or geometry (same formula, charge and spin): 3.039 eV
- HOMO energy: -8.476 eV
- SMILES: C=CC=C.O.O.O.O